## A
# C4H6

A single C4H6 molecule (wB97M-V/def2-TZVPD, OMol25).

Properties
**Structure (SMILES)**: C=CC=C

Bonds (Å) are listed after each position.
Element x y z (Å)
1 C -0.50837 -1.35375 -1.13088  C2 1.350, H5 1.107, H6 1.094
2 C -0.47508 -0.13299 -0.55522  C1 1.350, C3 1.443, H7 1.106
3 C 0.42644 0.16394 0.53210  C2 1.443, C4 1.323, H8 1.111
4 C 0.49988 1.35010 1.11363  C3 1.323, H9 1.070, H10 1.088
5 H -1.26336 -1.65391 -1.88250  C1 1.107
6 H 0.18806 -2.14407 -0.83519  C1 1.094
7 H -1.16035 0.65568 -0.91917  C2 1.106
8 H 1.09722 -0.61753 0.94827  C3 1.111
9 H -0.03708 2.22940 0.82534  C4 1.070
10 H 1.23264 1.50314 1.90361  C4 1.088

## B
# C4H6

A single C4H6 molecule (wB97M-V/def2-TZVPD, OMol25).

Properties
**Structure (SMILES)**: C=CC=C

Bonds (Å) are listed after each position.
Element x y z (Å)
1 C 1.81670 0.08319 -0.00224  C2 1.336, H5 1.099, H6 1.105
2 C 0.57063 -0.39869 -0.00779  C1 1.336, C3 1.436, H7 1.085
3 C -0.60653 0.42358 -0.03324  C2 1.436, C4 1.295, H8 1.126
4 C -1.77561 -0.13257 -0.01278  C3 1.295, H9 1.071, H10 1.104
5 H 2.70594 -0.55507 -0.10283  C1 1.099
6 H 1.96044 1.17353 0.10946  C1 1.105
7 H 0.37821 -1.46592 -0.03369  C2 1.085
8 H -0.39744 1.52987 0.00100  C3 1.126
9 H -1.98311 -1.17348 0.13075  C4 1.071
10 H -2.66923 0.51556 -0.04864  C4 1.104

## C
# C4H6

A single C4H6 molecule (wB97M-V/def2-TZVPD, OMol25).

Properties
**Structure (SMILES)**: C=C=CC

Bonds (Å) are listed after each position.
Element x y z (Å)
1 C 1.77996 -0.98495 -0.31048  C2 1.300, H5 1.077, H6 1.070
2 C 0.69245 -0.45990 0.16984  C1 1.300, C3 1.309
3 C -0.55212 -0.21771 0.49392  C2 1.309, C4 1.502, H7 1.086
4 C -1.18072 1.02687 -0.06414  C3 1.502, H8 1.090, H9 1.094, H10 1.099
5 H 1.52428 -2.02973 -0.35543  C1 1.077
6 H 2.72539 -0.67852 -0.70574  C1 1.070
7 H -1.06799 -0.78741 1.26108  C3 1.086
8 H -2.11351 0.90508 -0.61507  C4 1.090
9 H -0.44543 1.55255 -0.67963  C4 1.094
10 H -1.36231 1.67372 0.80564  C4 1.099

Most stable structure: A

## A
# FNO3S

A single FNO3S molecule (wB97M-V/def2-TZVPD, OMol25).

Bonds (Å) are listed after each position.
Element x y z (Å)
1 N -0.22836 1.16126 -1.25264  O2 1.409, O3 1.168
2 O -0.11299 0.00181 -0.46074  N1 1.409, S6 1.664
3 O -0.92269 0.93201 -2.16332  N1 1.168
4 O -0.56105 -1.44250 1.64363  S6 1.497
5 F 1.29670 0.30337 1.49364  S6 1.657
6 S 0.52839 -0.95594 0.73943  O2 1.664, O4 1.497, F5 1.657

## B
# FNO3S

A single FNO3S molecule (wB97M-V/def2-TZVPD, OMol25).

Bonds (Å) are listed after each position.
Element x y z (Å)
1 N -0.12480 -0.73727 -1.54393  O2 1.180, O4 1.402
2 O -0.89482 -0.43918 -2.38646  N1 1.180
3 O -0.10273 1.42028 1.50749  S6 1.394
4 O -0.16314 0.15022 -0.45900  N1 1.402, S6 1.698
5 F 0.55026 -0.85030 1.93330  S6 1.646
6 S 0.73522 0.45625 0.94860  O3 1.394, O4 1.698, F5 1.646

Most stable structure: B

## A
# C2H2ClF

A single C2H2ClF molecule (wB97M-V/def2-TZVPD, OMol25).

Bonds (Å) are listed after each position.
Element x y z (Å)
1 C -0.98888 0.39879 0.69961  F3 1.403, Cl4 1.951, H5 1.091
2 C 1.86367 -0.73167 -0.54171  Cl4 1.716, H6 1.087
3 F -2.07575 -0.32286 0.18251  C1 1.403
4 Cl 0.48914 -0.85492 0.47888  C1 1.951, C2 1.716
5 H -0.95675 1.19947 -0.04031  C1 1.091
6 H 1.66857 0.31119 -0.77898  C2 1.087

## B
# C2H2ClF

A single C2H2ClF molecule (wB97M-V/def2-TZVPD, OMol25).

Properties
**Structure (SMILES)**: C=C(F)Cl

Bonds (Å) are listed after each position.
Element x y z (Å)
1 C 0.17288 0.76574 -0.12853  C2 1.370, H5 1.154, H6 1.060
2 C -0.06774 -0.51268 0.30232  C1 1.370, F3 1.273, Cl4 1.708
3 F 0.11909 -1.18765 1.36564  C2 1.273
4 Cl -0.35340 -1.61902 -0.96718  C2 1.708
5 H 0.10995 1.66153 0.59695  C1 1.154
6 H 0.01921 0.89207 -1.16920  C1 1.060

Most stable structure: B